(1)
Density functional theory data (ωB97M-V/def2-TZVPD) for a gas-phase ion, C5H8N (charge +1) at a distorted geometry.

Computed properties:
Energy relative to the best compared isomer or geometry (same formula, charge and spin)   278.0 kJ/mol
Net charge   +1
Electronic energy   -6795.2074 eV
HOMO level   -15.13 eV
F_max   0.1031 Eh/bohr
HOMO-LUMO gap   11.1 eV
SMILES   C/[NH+]=c1\cc1C

Geometry as XYZ:
```
14
Properties=species:S:1:pos:R:3:forces:R:3
N 0.4632 0.4483 1.1814 2.85 0.64 2.72
C -0.1611 -0.0497 0.2053 -0.17 0.01 -2.99
C -0.0698 0.4077 2.5371 -2.29 1.84 0.02
C 0.0155 -0.2507 -1.1570 -3.39 -0.11 1.18
C -1.2342 -0.4414 -0.5959 5.18 0.80 0.79
C 0.5183 -0.2150 -2.4720 2.89 0.12 -4.00
H 1.5223 0.4407 1.1453 -1.81 0.33 -0.29
H 0.0930 -0.5679 2.8692 0.55 -1.25 1.40
H 1.3722 0.4636 -2.8753 -1.27 -0.78 1.74
H -2.1651 -0.8169 -0.5505 -3.21 -0.87 -0.27
H -0.2961 0.0047 -3.1508 -0.36 -0.04 -0.03
H -1.1885 0.5307 2.5041 1.01 -0.12 -0.26
H 0.8850 -1.2095 -2.8269 -0.37 0.37 0.60
H 0.2453 1.2554 3.1861 0.40 -0.94 -0.60
```
Positions in Å, forces in eV/Å.

Results of the Löwdin charge analysis, in e, for atoms 1 through 5:
1 N 0.04
2 C -0.19
3 C -0.02
4 C -0.07
5 C 0.27

(2)
Density functional theory data (ωB97M-V/def2-TZVPD) for a gas-phase ion, C5H8N (charge +1) at a distorted geometry.

Computed properties:
Energy relative to the best compared isomer or geometry (same formula, charge and spin)   582.4 kJ/mol
Net charge   +1
Electronic energy   -6792.0518 eV
HOMO level (spin up / spin down)   -12.85 / -14.54 eV
F_max   0.0641 Eh/bohr
HOMO-LUMO gap (spin up / spin down)   6.4 / 8.8 eV

Geometry as XYZ:
```
14
Properties=species:S:1:pos:R:3:forces:R:3
N -2.1812 -0.5695 0.2101 -1.08 0.83 1.63
C -0.9288 0.2781 0.4594 0.96 -0.19 1.01
C -2.0072 0.7196 -0.5114 1.34 -1.87 -2.36
C 2.7414 -0.0055 -0.1908 1.35 0.11 -1.50
C 0.3466 -0.2512 0.0468 0.55 -0.12 -1.93
C 1.5971 0.4105 0.2908 -3.21 -0.29 0.62
H 1.3782 1.2911 0.7748 0.76 2.09 1.69
H -2.8317 -0.3092 0.9416 -0.07 -0.40 0.58
H -2.3597 -1.5722 -0.0098 1.00 0.82 -0.63
H -1.7534 0.4202 -1.5558 -0.43 0.85 0.32
H 3.6975 0.4949 -0.1693 -0.06 0.17 0.55
H -0.8584 0.8323 1.3957 -0.48 -0.33 0.06
H 2.6713 -0.7712 -0.9178 0.29 -1.25 -0.31
H 0.4882 -0.9679 -0.7644 -0.92 -0.43 0.26
```
Positions in Å, forces in eV/Å.

Results of the Löwdin charge analysis, in e, for atoms 1 through 5:
1 N 0.08
2 C -0.26
3 C 0.12
4 C 0.13
5 C 0.04